C22H31N3O9 | the ωB97M-V functional and the def2-TZVPD basis

The geometry in ORCA input format:
```
! wB97M-V def2-TZVPD RIJCOSX def2/J DEFGRID3
* xyz 0 1
C 1.17 -2.86 -6.76
H 2.39 2.21 -3.31
C 5.75 -0.69 -1.78
H -3.65 -0.39 5.90
O -3.45 -0.69 0.36
N 1.33 -1.03 -2.91
H 0.76 0.95 -1.38
C 4.65 -0.62 -0.66
H -3.79 3.15 0.45
C 1.38 -2.28 6.59
H -4.10 -0.50 4.18
H -2.05 3.26 0.80
C 0.79 3.81 -2.91
C 3.15 -0.74 -1.10
C 2.20 -1.33 -5.36
C -3.30 -0.67 4.91
H -3.09 -1.75 4.93
O -0.42 -2.02 4.66
H -2.31 1.18 4.47
H 1.88 -2.48 5.65
H 2.35 -1.27 0.95
C -2.96 2.70 1.00
H 1.52 4.70 -3.03
O -2.76 1.36 0.54
C 1.06 -1.21 -4.30
H 1.56 3.53 0.24
C -3.74 0.51 0.89
O 1.78 -1.56 -6.75
H -4.76 -1.70 1.64
C 2.01 -0.66 0.05
H 2.14 -2.10 7.36
H -0.04 -1.28 -4.62
H 4.87 -0.50 0.47
C -0.31 -1.13 5.48
C 5.34 -0.91 -3.27
O -4.72 0.78 1.54
C 3.82 -1.02 -3.74
H -3.15 2.72 2.07
H 0.58 1.68 -3.63
C 2.74 -0.94 -2.62
H -6.13 -0.69 -0.22
C -5.58 -1.62 -0.37
H -0.06 1.62 0.12
H 0.99 -1.06 -0.29
O 0.56 -1.11 6.51
H 2.51 2.98 -1.26
C 0.98 1.46 -0.37
H -1.67 -0.18 3.55
N 0.81 -4.01 -6.57
H 6.86 -0.58 -1.47
H -6.27 -2.46 -0.24
O -1.05 -0.01 5.55
O 0.41 3.56 -1.53
H -3.91 -2.68 0.46
C -4.42 -1.72 0.60
H -5.21 -1.61 -1.40
C -2.06 0.12 4.53
O 1.91 0.74 0.46
N 3.60 -1.24 -5.15
H 0.77 -3.14 6.90
H -0.18 4.13 -3.45
H 6.16 -0.99 -4.07
H 1.47 2.80 -4.81
C 1.35 2.52 -3.70
C 1.48 2.96 -0.76
*
```

* SMILES: CCOCCOCc1cccc2nc(OC#N)cnc12.CCOC(=O)OC.CCOC(=O)OC
* relative energy (zero: lowest compared OMol25 entry of this formula, charge and spin): 183.35 kcal per mole
* energy: -1698.02347 Ha
* E_HOMO: -8.895 eV
* frontier orbital gap: 7.45 eV
* LUMO energy: -1.4 eV

So, what does the Löwdin scheme give us? The charges, in e, come out as:
1 C -0.215
2 H 0.076
3 C -0.051
4 H 0.083
5 O 0.029
6 N 0.086
7 H 0.101
8 C -0.001
9 H 0.102
10 C -0.049
11 H 0.070
12 H 0.089
13 C -0.257
14 C -0.048
15 C -0.203
16 C -0.058
17 H 0.078
18 O 0.118
19 H 0.122
20 H 0.096
21 H 0.130
22 C -0.040
23 H 0.125
24 O -0.014
25 C -0.010
26 H 0.130
27 C -0.590
28 O -0.019
29 H 0.119
30 C -0.162
31 H 0.093
32 H 0.136
33 H 0.111
34 C -0.584
35 C -0.001
36 O 0.114
37 C -0.157
38 H 0.092
39 H 0.068
40 C -0.122
41 H 0.076
42 C -0.066
43 H 0.129
44 H 0.125
45 O 0.000
46 H 0.126
47 C -0.164
48 H 0.122
49 N 0.152
50 H 0.095
51 H 0.081
52 O 0.033
53 O -0.199
54 H 0.124
55 C -0.216
56 H 0.082
57 C -0.213
58 O -0.176
59 N 0.162
60 H 0.099
61 H 0.129
62 H 0.100
63 H 0.085
64 C -0.105
65 C -0.172



C19H25N3O3 | the ωB97M-V functional and the def2-TZVPD basis

The geometry in ORCA input format:
```
! wB97M-V def2-TZVPD RIJCOSX def2/J DEFGRID3
* xyz 0 1
C 4.25 -2.87 -0.29
H 5.33 -0.63 2.68
C 3.37 -2.64 -1.34
H -5.26 -3.47 0.85
H -0.56 3.38 -1.19
H -5.53 1.08 -0.06
O 4.43 2.47 1.85
C 4.11 1.48 1.08
H -1.52 1.40 -2.37
C 3.21 -0.29 -0.92
H 2.61 2.71 0.00
H -4.40 -2.62 2.08
C 5.69 0.11 2.15
N 4.72 0.47 1.03
H 0.30 2.65 0.06
H 0.56 2.24 -3.10
H -3.83 -2.46 -0.79
C -2.45 1.58 -0.07
N -3.50 0.80 -0.28
H 6.62 -0.10 1.62
O 1.72 1.06 -1.73
C -3.54 -0.50 -1.26
C 4.19 -0.62 0.40
H 5.81 1.22 2.54
H 4.86 -3.78 -0.38
H -4.30 -0.30 -1.75
C -0.07 2.41 -1.02
H -5.58 -0.05 2.22
H -4.03 -0.11 2.37
C 4.74 -1.95 0.29
C -4.60 1.14 0.55
C 2.61 0.84 -0.92
H 1.80 2.86 -2.05
C 0.99 2.42 -1.96
O -2.37 2.67 0.41
H 2.12 -1.29 -2.25
H -0.78 0.44 -0.66
H -4.50 1.96 1.14
H 3.07 -3.74 -2.04
H -2.80 -0.42 -1.81
N -4.77 -1.32 0.65
C -1.25 1.43 -1.26
C -5.18 -2.47 1.55
C 2.75 -1.46 -1.34
H 5.48 -2.18 1.22
C -4.88 0.02 1.55
H -6.28 -2.21 2.07
H -2.75 -1.75 0.49
C -3.59 -1.43 -0.20
C 2.97 1.81 0.17
*
```

* relative energy (zero: lowest compared OMol25 entry of this formula, charge and spin): 468.96 kcal per mole
* energy: -1128.36243 Ha
* E_HOMO: -7.433 eV
* frontier orbital gap: 7.34 eV
* LUMO energy: -0.1 eV

So, what does the Löwdin scheme give us? The charges, in e, come out as:
1 C -0.207
2 H 0.031
3 C -0.081
4 H 0.124
5 H 0.126
6 H 0.145
7 O -0.065
8 C -0.526
9 H 0.130
10 C -0.061
11 H 0.044
12 H -0.028
13 C 0.060
14 N -0.022
15 H 0.163
16 H 0.192
17 H 0.164
18 C -0.460
19 N -0.006
20 H 0.100
21 O 0.011
22 C -0.003
23 C 0.042
24 H 0.132
25 H 0.131
26 H 0.062
27 C -0.249
28 H 0.029
29 H 0.151
30 C -0.112
31 C -0.147
32 C -0.385
33 H 0.036
34 C -0.066
35 O 0.064
36 H 0.142
37 H 0.163
38 H 0.088
39 H 0.196
40 H 0.032
41 N -0.209
42 C -0.052
43 C -0.081
44 C -0.094
45 H 0.162
46 C -0.091
47 H 0.150
48 H 0.146
49 C -0.236
50 C 0.165



C17H26N2OS2 | the ωB97M-V functional and the def2-TZVPD basis

The geometry in ORCA input format:
```
! wB97M-V def2-TZVPD RIJCOSX def2/J DEFGRID3
* xyz 0 1
C -1.23 -1.58 -2.25
H -4.36 -3.06 -0.03
S -0.12 -0.38 -1.65
H 4.18 4.15 1.50
H 1.21 2.24 3.02
H 3.55 -0.48 2.20
C -3.88 -3.79 -0.67
C -1.66 -1.63 0.07
C 2.35 4.01 2.62
C 2.66 0.15 2.19
C 1.92 2.59 2.26
H -1.86 -1.54 2.05
H 2.10 0.24 0.09
O -0.35 -0.44 2.56
H 3.75 1.78 3.04
H 5.25 5.88 2.98
H 2.89 3.99 3.57
C -2.95 -3.12 -1.63
C 3.09 1.62 2.18
H -1.53 -2.50 -5.91
H -3.74 -4.13 -3.34
H -2.59 -2.90 1.35
C -2.18 -2.78 -3.91
H 2.50 6.66 1.89
H 3.98 6.57 0.92
H 4.52 7.49 3.12
C 1.79 -0.24 1.01
C -3.02 -3.41 -2.98
H 3.67 1.81 1.27
H 1.45 4.62 2.77
C -2.00 -2.17 -1.23
C 3.46 6.15 1.79
C 4.31 6.42 3.03
H 2.73 4.54 0.58
H 2.10 -0.06 3.11
H 3.78 6.11 3.94
S 0.03 0.27 1.32
C -0.66 -0.71 -0.02
H -3.33 -4.49 -0.04
N -2.31 -1.95 1.24
C -2.26 -3.10 -5.37
H -3.25 -2.89 -5.75
H -4.64 -4.35 -1.20
H -2.05 -4.16 -5.53
N -1.30 -1.87 -3.54
C 3.22 4.66 1.55
H 1.77 -1.32 0.88
H 1.39 2.62 1.31
*
```

* relative energy (zero: lowest compared OMol25 entry of this formula, charge and spin): 4.39 kcal per mole
* energy: -1644.50586 Ha
* E_HOMO: -7.658 eV
* frontier orbital gap: 8.40 eV
* LUMO energy: 0.7 eV

So, what does the Löwdin scheme give us? The charges, in e, come out as:
1 C -0.529
2 H 0.085
3 S 1.040
4 H 0.107
5 H 0.108
6 H 0.114
7 C -0.039
8 C -0.339
9 C -0.216
10 C -0.252
11 C -0.243
12 H 0.060
13 H 0.077
14 O -0.515
15 H 0.117
16 H 0.073
17 H 0.107
18 C -0.190
19 C -0.216
20 H 0.076
21 H 0.117
22 H 0.080
23 C -0.329
24 H 0.104
25 H 0.102
26 H 0.067
27 C -0.320
28 C 0.008
29 H 0.112
30 H 0.116
31 C -0.129
32 C -0.272
33 C -0.115
34 H 0.114
35 H 0.104
36 H 0.063
37 S 0.926
38 C -0.644
39 H 0.089
40 N 0.124
41 C -0.036
42 H 0.081
43 H 0.079
44 H 0.081
45 N 0.098
46 C -0.231
47 H 0.098
48 H 0.088



C32H62Br4O27 | the ωB97M-V functional and the def2-TZVPD basis

The geometry in ORCA input format:
```
! wB97M-V def2-TZVPD RIJCOSX def2/J DEFGRID3
* xyz 0 1
H -6.43 6.90 3.99
H -1.38 -7.18 3.76
H 5.50 -1.82 -4.94
C -1.37 -4.80 2.42
O 4.96 3.04 -6.95
H 1.55 2.39 -0.44
H 6.06 0.29 -9.48
H -2.73 -1.34 4.11
O 5.73 -1.34 -2.81
C -6.76 -3.33 -0.42
C -4.18 4.52 3.34
C -4.26 0.73 -0.10
O 1.31 -3.54 5.40
H -4.07 0.74 0.98
H 1.52 -5.44 6.50
H -5.49 1.94 8.80
H -3.58 0.13 3.33
H 2.44 -2.26 -2.18
C 4.73 1.87 -6.93
C -2.36 -0.93 -6.78
O -4.58 0.98 7.09
H 0.01 5.19 -2.66
H 3.81 2.14 -4.18
C -4.76 0.23 5.98
O -6.57 -1.88 -0.34
H -6.81 -3.62 -1.48
H 5.48 4.58 -0.59
H 4.08 -1.66 -4.00
H 2.91 -4.84 5.66
H -0.41 -7.85 2.51
O 0.48 1.61 1.19
H 1.49 -3.35 -0.19
C 0.66 0.40 -0.76
H 0.02 0.16 -2.82
H 0.44 3.99 -1.46
H 1.00 -0.63 -0.68
O 2.94 4.19 -0.52
H -2.27 2.77 2.71
Br -3.40 -1.36 -8.38
O -0.83 -5.97 2.11
O 4.72 0.60 -2.18
O 3.72 1.37 -6.12
C 2.56 -3.38 -0.35
H 6.67 1.47 0.18
H -4.13 -0.41 -5.78
O 1.24 -1.59 4.45
C 6.14 0.51 0.24
H -1.56 -1.67 -6.76
C -2.35 3.13 3.73
H 2.38 1.13 0.37
H 0.64 5.78 -1.18
H 4.91 -0.23 -4.46
H 0.74 0.19 3.43
O 2.04 4.88 -2.47
H -0.80 -2.17 2.65
H 1.57 1.03 -2.64
H 1.61 -5.47 4.71
H -6.61 5.19 3.95
Br -2.44 -0.25 -3.85
C -0.62 0.93 1.01
H 6.37 4.82 -2.05
H 3.03 -4.29 0.03
H -2.18 -2.45 1.46
Br 2.28 -4.72 -2.95
H -6.42 1.65 7.33
C -3.56 -0.65 4.10
C 5.50 4.31 -1.65
C 1.78 -2.80 4.30
H -6.12 0.34 8.37
C 1.82 -4.89 5.61
H -4.37 1.74 -0.49
O -1.38 0.70 1.89
C 6.22 1.10 -8.76
C 1.56 -0.53 3.55
C -5.31 -1.43 -0.18
H -6.25 6.03 2.43
C 0.57 0.90 -2.24
O 4.27 4.59 -2.34
H -1.31 3.25 4.04
O -2.93 4.40 3.84
O -4.30 -2.08 -0.07
O 5.21 0.92 -7.75
H -1.85 0.02 -6.89
C 1.37 1.44 0.08
O -0.76 -3.88 1.69
C 5.08 -1.25 -4.11
C -1.11 -2.51 1.66
H 6.14 1.97 -9.42
H 1.80 -0.84 2.54
O -5.37 -0.10 -0.34
C 3.09 4.52 -1.65
Br 3.41 -1.85 0.61
O -5.82 -0.23 5.56
H 4.02 -3.15 -1.87
H -7.67 -3.60 0.11
H 5.10 0.82 0.33
O -4.82 3.66 2.71
O 6.34 -0.34 -0.86
O -0.64 0.50 -0.23
H -0.64 -1.90 0.89
O -4.71 5.70 3.75
C -6.04 6.00 3.50
H 6.37 -0.04 1.15
H -3.42 -2.08 -5.41
C -1.25 -7.19 2.68
H 5.64 3.22 -1.65
C 5.54 -0.27 -2.01
H 2.85 3.10 -5.25
H -4.45 -1.27 4.00
H -3.37 0.35 -0.61
O -3.54 0.06 5.35
C -3.25 -1.01 -5.57
H 7.22 1.13 -8.34
C 3.14 2.07 -5.04
C -5.64 1.24 7.98
C 0.74 4.95 -1.87
H 2.24 1.52 -4.76
O -2.40 -4.66 3.05
H -2.14 -7.65 2.26
H 0.05 1.85 -2.32
O 2.43 -3.25 3.36
C 2.93 -3.17 -1.84
H -2.76 2.36 4.38
H -5.96 -3.87 0.09
H 2.34 0.03 4.07
*
```

* SMILES: C[C@H]1COC(=O)O1.COC(=O)OC.COC(=O)OC.COC(=O)OC.COC(=O)OC.COC(=O)OC.COC(=O)OC.COC(=O)OC.COC(=O)OC.BrCCBr.BrCCBr
* relative energy (zero: lowest compared OMol25 entry of this formula, charge and spin): 45.22 kcal per mole
* energy: -13583.98459 Ha
* E_HOMO: -10.253 eV
* frontier orbital gap: 10.48 eV
* LUMO energy: 0.2 eV

Here are the Löwdin charges for atoms 1 to 99, given in e:
1 H 0.095
2 H 0.095
3 H 0.102
4 C -0.589
5 O 0.143
6 H 0.095
7 H 0.093
8 H 0.092
9 O 0.001
10 C -0.014
11 C -0.513
12 C -0.035
13 O -0.039
14 H 0.085
15 H 0.090
16 H 0.095
17 H 0.078
18 H 0.040
19 C -0.558
20 C -0.701
21 O -0.008
22 H 0.095
23 H 0.078
24 C -0.518
25 O -0.007
26 H 0.092
27 H 0.091
28 H 0.080
29 H 0.087
30 H 0.092
31 O 0.091
32 H 0.053
33 C -0.290
34 H 0.000
35 H 0.070
36 H 0.116
37 O 0.130
38 H 0.076
39 Br 0.623
40 O -0.002
41 O 0.095
42 O -0.046
43 C -0.577
44 H 0.091
45 H 0.045
46 O -0.005
47 C -0.093
48 H 0.054
49 C -0.058
50 H 0.113
51 H 0.101
52 H 0.074
53 H 0.082
54 O -0.025
55 H 0.092
56 H 0.070
57 H 0.083
58 H 0.096
59 Br 0.618
60 C -0.628
61 H 0.097
62 H 0.064
63 H 0.094
64 Br 0.572
65 H 0.092
66 C -0.026
67 C -0.030
68 C -0.521
69 H 0.096
70 C -0.035
71 H 0.100
72 O 0.148
73 C -0.028
74 C -0.035
75 C -0.581
76 H 0.098
77 C -0.015
78 O -0.009
79 H 0.101
80 O 0.009
81 O 0.112
82 O -0.003
83 H 0.056
84 C -0.067
85 O -0.009
86 C -0.008
87 C -0.016
88 H 0.092
89 H 0.019
90 O -0.003
91 C -0.544
92 Br 0.774
93 O 0.090
94 H 0.038
95 H 0.089
96 H 0.062
97 O 0.086
98 O -0.045
99 O 0.076